Density functional theory data (the ωB97M-V functional and the def2-TZVPD basis) for a 16-piece molecular cluster, C16H6Cl64NO4P2S overall in a non-equilibrium geometry.

Geometry as XYZ:
```
94
Properties=species:S:1:pos:R:3:forces:R:3:lowdin_charge:R:1
O 1.8077 -2.3013 -0.2605 -0.117 0.499 0.172 -0.077
N 1.7138 -1.1259 -0.5024 -0.129 -0.194 -0.116 -0.265
O 0.9466 -0.4582 0.3377 -0.068 -0.532 0.072 -0.429
P 0.4417 1.2629 -0.2896 1.088 1.221 -0.173 0.401
P -1.6935 0.4110 -0.6997 -0.041 -0.184 -0.692 0.172
O -1.9987 -0.9842 0.0912 -0.258 0.138 0.541 -0.288
O -2.7444 1.4915 -0.0655 -0.068 -0.083 0.735 -0.346
S -2.0511 0.1678 -2.6058 -3.021 0.674 1.445 0.158
H 0.7786 0.8548 -1.6083 -0.140 0.037 0.492 -0.123
H -0.0701 2.5400 -0.7284 -0.120 -0.101 0.011 -0.052
H 0.0655 1.5029 1.0609 -0.117 -0.401 -0.134 -0.116
H 1.7706 1.7958 -0.0360 -0.057 -0.122 -0.017 -0.055
H -2.7547 -0.9684 0.6914 0.061 -0.112 -0.136 0.034
H -3.3826 1.1021 0.5467 -0.029 0.172 -0.118 -0.015
C -2.5065 2.7600 -5.9782 -0.053 -0.090 0.061 -2.029
Cl -1.2290 3.5979 -5.1070 0.039 0.044 0.044 0.540
Cl -2.1738 1.0410 -6.0169 -0.935 0.175 -0.172 0.490
Cl -4.0557 3.0514 -5.1857 -0.098 0.061 0.042 0.518
Cl -2.5842 3.3874 -7.6459 0.267 -0.073 0.052 0.470
C 5.9714 -0.4288 0.9734 -0.172 -0.007 -0.040 -2.028
Cl 7.2224 -1.1066 -0.0740 0.132 0.152 -0.024 0.501
Cl 6.0775 -1.1896 2.5791 0.153 0.084 -0.224 0.466
Cl 6.2107 1.3107 1.1521 0.148 0.102 -0.060 0.503
Cl 4.3983 -0.7301 0.2828 0.043 -0.028 -0.029 0.611
C -6.7913 0.7314 0.4132 -0.069 0.016 -0.079 -2.036
Cl -5.7896 1.4484 -0.8272 0.034 0.020 -0.036 0.599
Cl -7.5210 1.9890 1.4196 -0.010 0.019 0.034 0.525
Cl -8.0713 -0.2258 -0.3372 -0.045 -0.010 -0.024 0.502
Cl -5.7966 -0.3226 1.4480 -0.001 -0.014 0.004 0.522
C 6.4491 4.2704 4.0078 -0.009 0.020 0.051 -2.054
Cl 5.5488 2.7827 4.2385 -0.035 -0.094 0.121 0.528
Cl 8.1704 3.9988 4.3058 0.001 -0.042 0.012 0.525
Cl 6.2244 4.8402 2.3567 0.043 0.020 -0.101 0.516
Cl 5.8530 5.4936 5.1472 0.130 -0.038 0.063 0.491
C 2.5362 7.9668 2.5117 -0.023 -0.040 -0.022 -2.059
Cl 3.4481 8.8531 1.2829 0.019 0.021 -0.026 0.516
Cl 1.7496 9.1215 3.5970 -0.022 0.033 0.030 0.511
Cl 1.3174 6.9640 1.7326 -0.029 -0.032 -0.016 0.538
Cl 3.6396 6.9489 3.4363 -0.127 0.118 -0.028 0.483
C -0.7939 2.0116 4.7598 -0.023 -0.131 0.039 -2.044
Cl -2.1042 1.5841 5.8824 0.027 -0.031 -0.006 0.492
Cl 0.6886 1.1791 5.2420 -0.024 -0.016 0.012 0.516
Cl -1.2255 1.5409 3.1228 -0.082 0.063 0.254 0.562
Cl -0.5235 3.7540 4.8303 -0.013 0.114 -0.022 0.523
C 6.4774 -3.0877 6.8039 -0.004 0.001 -0.011 -2.058
Cl 5.2672 -4.1054 7.5893 -0.037 -0.024 0.016 0.521
Cl 5.8169 -2.4377 5.3064 -0.098 -0.089 0.188 0.491
Cl 6.9162 -1.7592 7.8815 0.014 0.034 0.030 0.522
Cl 7.9130 -4.0515 6.4453 0.040 -0.026 -0.004 0.523
C -6.8979 4.8169 -9.1584 0.042 0.004 0.008 -2.058
Cl -7.7267 5.8216 -7.9644 -0.021 0.026 0.030 0.516
Cl -6.7021 5.7359 -10.6578 0.005 0.020 -0.033 0.510
Cl -5.3192 4.3427 -8.5405 -0.250 0.062 -0.060 0.488
Cl -7.8667 3.3755 -9.4819 -0.027 -0.038 -0.011 0.518
C -9.8211 -3.8418 1.5234 -0.018 0.097 -0.047 -2.057
Cl -9.3882 -4.9580 0.2279 0.021 -0.031 -0.026 0.532
Cl -8.4314 -2.8449 1.9387 0.127 -0.124 0.161 0.506
Cl -11.1189 -2.7763 0.9746 -0.104 -0.096 -0.028 0.489
Cl -10.3610 -4.7601 2.9329 0.013 0.012 0.034 0.523
C 0.0819 -3.0153 4.2809 0.027 0.039 -0.059 -2.040
Cl -0.9732 -2.1863 5.4402 0.117 0.151 -0.052 0.469
Cl 0.3652 -2.0316 2.8644 -0.054 0.054 -0.053 0.584
Cl 1.6233 -3.3837 5.0725 0.070 -0.025 0.062 0.506
Cl -0.7016 -4.5344 3.8037 -0.028 -0.077 0.006 0.508
C 7.6682 -5.4697 -0.8435 -0.204 0.182 -0.099 -2.041
Cl 7.1745 -4.4502 0.4997 -0.051 -0.216 0.229 0.520
Cl 9.0780 -4.7285 -1.6064 0.112 -0.097 0.058 0.497
Cl 8.0648 -7.1000 -0.2939 0.048 0.030 0.050 0.526
Cl 6.3240 -5.5651 -1.9999 0.062 -0.015 0.094 0.511
C -13.3127 0.4374 0.0289 0.005 0.021 0.013 -2.066
Cl -13.4922 -0.9517 -1.0475 0.000 -0.046 -0.031 0.514
Cl -13.8539 1.8968 -0.8036 -0.014 0.033 -0.016 0.526
Cl -14.2949 0.1854 1.4751 -0.032 -0.011 0.040 0.521
Cl -11.6224 0.6085 0.4899 0.059 0.091 -0.017 0.502
C 9.3879 -4.7479 -5.7256 -0.033 -0.078 0.008 -2.050
Cl 10.6470 -3.8397 -4.8807 0.026 0.039 0.016 0.514
Cl 9.9520 -6.3980 -6.0204 0.053 -0.058 0.008 0.522
Cl 7.9401 -4.8097 -4.7205 0.041 -0.060 -0.336 0.464
Cl 9.0420 -3.9744 -7.2721 -0.048 0.038 0.002 0.526
C 6.9177 0.0159 -5.1982 -0.231 0.031 0.080 -2.050
Cl 6.6455 0.8136 -3.6465 0.020 0.049 0.025 0.519
Cl 8.1630 0.8907 -6.1032 0.012 -0.030 -0.014 0.515
Cl 7.4325 -1.6430 -4.9108 0.115 -0.026 0.040 0.493
Cl 5.4115 -0.0139 -6.1111 0.060 0.071 -0.106 0.520
C -5.0635 -3.0892 7.0437 0.028 0.024 -0.003 -2.066
Cl -3.9308 -3.7261 5.8618 -0.081 -0.107 -0.030 0.511
Cl -4.8763 -3.9536 8.5743 0.002 -0.021 0.038 0.518
Cl -4.7339 -1.3713 7.2994 0.008 0.053 0.013 0.513
Cl -6.7177 -3.2857 6.4601 -0.076 -0.008 -0.038 0.517
C 1.3406 -0.2919 -4.5863 0.901 -0.527 0.099 -1.993
Cl 2.6959 0.6223 -3.9158 0.173 0.213 0.087 0.497
Cl 1.9260 -1.8669 -5.1394 0.319 -0.368 -0.369 0.490
Cl 0.1000 -0.5186 -3.3673 1.722 -0.385 -2.039 0.378
Cl 0.6688 0.5907 -5.9696 0.921 -0.215 0.052 0.467
```
Forces are in eV/Å.

Summary:
Highest occupied orbital energy ... -4.77 eV
Total charge ... -1
E_LUMO ... 0.04534 Ha
Frontier orbital gap ... 6.0 eV
Calculated total energy ... -31501.90694 Eh